{"formula": "C32H70N2O40S10", "method": "ωB97M-V with the def2-TZVPD basis set", "smiles": "O=S1(=O)OCCO1.O=S1(=O)OCCO1.O=S1(=O)OCCO1.O=S1(=O)OCCO1.O=S1(=O)OCCO1.O=S1(=O)OCCO1.O=S1(=O)OCCO1.O=S1(=O)OCCO1.O=S1(=O)OCCO1.O=S1(=O)OCCO1.CCN(CC)CC.CCN(CC)CC", "e_homo_ha": -0.309, "charge": 0, "elements": ["O", "S", "O", "O", "C", "C", "O", "H", "H", "H", "H", "O", "S", "O", "O", "C", "C", "O", "H", "H", "H", "H", "O", "S", "O", "O", "C", "C", "O", "H", "H", "H", "H", "O", "S", "O", "O", "C", "C", "O", "H", "H", "H", "H", "O", "S", "O", "O", "C", "C", "O", "H", "H", "H", "H", "O", "S", "O", "O", "C", "C", "O", "H", "H", "H", "H", "O", "S", "O", "O", "C", "C", "O", "H", "H", "H", "H", "O", "S", "O", "O", "C", "C", "O", "H", "H", "H", "H", "O", "S", "O", "O", "C", "C", "O", "H", "H", "H", "H", "O", "S", "O", "O", "C", "C", "O", "H", "H", "H", "H", "C", "C", "N", "C", "C", "C", "C", "H", "H", "H", "H", "H", "H", "H", "H", "H", "H", "H", "H", "H", "H", "H", "C", "C", "N", "C", "C", "C", "C", "H", "H", "H", "H", "H", "H", "H", "H", "H", "H", "H", "H", "H", "H", "H"], "xyz": [[-1.228851, -5.092184, -2.557553], [-0.964759, -6.159244, -3.490690], [0.292731, -6.039042, -4.264192], [-1.075163, -7.616168, -2.799913], [-1.883406, -8.446133, -3.585408], [-2.823706, -7.608701, -4.446028], [-2.270824, -6.292762, -4.411508], [-1.110471, -8.840203, -4.245232], [-2.374652, -9.178030, -2.944242], [-3.848538, -7.563385, -4.077555], [-2.646890, -8.142866, -5.379572], [4.143498, -2.435287, 1.389400], [3.541646, -2.250473, 0.065809], [2.519035, -3.174352, -0.344663], [3.149440, -0.704159, -0.231166], [4.237814, 0.042677, -0.814423], [5.356875, -0.916823, -0.975405], [4.808389, -2.222932, -0.953956], [3.942487, 0.379399, -1.808153], [4.559237, 0.900283, -0.223399], [6.059184, -0.699668, -0.170613], [6.036832, -0.884255, -1.826699], [-1.700141, 1.298205, 0.779796], [-0.965929, 0.574879, -0.278402], [0.328256, 1.144697, -0.823513], [-0.744971, -1.081475, 0.210857], [-0.619684, -1.941250, -0.904112], [-1.242826, -1.175843, -2.076874], [-1.924762, 0.003427, -1.501078], [0.463446, -2.026611, -0.991558], [-1.003565, -2.952010, -0.765950], [-1.883009, -1.822462, -2.677016], [-0.429247, -0.904693, -2.749687], [-1.115563, 6.725523, -3.130790], [-1.273900, 5.791843, -4.284064], [-1.283436, 6.197671, -5.675731], [-0.309479, 4.513781, -4.020447], [-0.808322, 3.644464, -3.017374], [-2.345298, 3.949728, -2.944741], [-2.606755, 4.846864, -3.952053], [-0.524867, 2.591958, -3.018207], [-0.292863, 3.855414, -2.080408], [-2.583725, 4.456253, -2.009506], [-3.007779, 3.099015, -3.104442], [3.527129, 0.062541, -4.737151], [2.653679, -1.080420, -4.231937], [1.748229, -0.891939, -3.067240], [1.815478, -1.762598, -5.428729], [1.869577, -3.138001, -5.481866], [2.979825, -3.609257, -4.507950], [3.635630, -2.389286, -4.047180], [0.929998, -3.564583, -5.130684], [1.978679, -3.475687, -6.512481], [3.669656, -4.339989, -4.930157], [2.558013, -4.024842, -3.592817], [0.735098, -7.678097, 2.280295], [1.734908, -6.776533, 1.711833], [3.062836, -7.275098, 1.354146], [1.061099, -5.590777, 0.679002], [0.367780, -4.615602, 1.457012], [0.912042, -4.564049, 2.816827], [1.893909, -5.604313, 2.872947], [0.489615, -3.630977, 1.005601], [-0.672400, -4.938346, 1.501408], [0.308045, -4.686604, 3.715872], [1.390593, -3.613819, 3.053796], [3.160278, 4.890120, -4.264553], [2.696857, 4.978268, -2.924215], [1.876802, 6.123566, -2.547114], [2.153675, 3.551033, -2.274581], [2.424737, 3.400797, -0.890198], [3.700843, 4.171150, -0.658614], [3.940582, 4.881290, -1.782756], [1.561017, 3.865793, -0.414931], [2.463789, 2.327714, -0.702981], [4.556075, 3.505979, -0.539382], [3.750126, 4.698310, 0.294161], [-4.299283, 0.210707, 4.424408], [-3.389959, 0.820808, 5.418340], [-3.227835, 0.206063, 6.752905], [-2.033960, 1.202382, 4.582341], [-1.982531, 2.588332, 4.171501], [-3.310964, 3.210185, 4.585916], [-3.678356, 2.488752, 5.654467], [-1.073217, 3.016771, 4.593035], [-1.930900, 2.618303, 3.083130], [-4.122837, 3.232902, 3.858974], [-3.162638, 4.279781, 4.734441], [-2.256917, -0.448855, -7.793516], [-1.845228, 0.573184, -6.769222], [-0.576283, 1.225521, -6.835057], [-2.948921, 1.742714, -6.581980], [-3.940043, 1.453587, -5.619702], [-3.533532, 0.261339, -4.888065], [-2.211901, 0.095196, -5.225984], [-4.128970, 2.269017, -4.921496], [-4.917825, 1.183833, -6.018806], [-4.095423, -0.656841, -5.059342], [-3.624207, 0.429847, -3.814989], [-3.525492, -3.754437, -1.296337], [-4.478566, -3.686399, -0.238249], [-5.558267, -4.647246, -0.115755], [-3.705978, -3.630285, 1.294828], [-4.136366, -2.546222, 2.036380], [-4.986844, -1.657586, 1.177917], [-4.966069, -2.095635, -0.166639], [-4.524247, -2.750824, 3.034273], [-3.251864, -1.973723, 2.315665], [-4.574452, -0.656901, 1.048801], [-5.967717, -1.708163, 1.650597], [1.183540, -0.244958, 2.692557], [1.886927, -0.659664, 3.977482], [1.231700, -1.764404, 4.769968], [-0.165129, -1.287818, 5.171001], [-1.031663, -2.346847, 5.852036], [2.049042, -2.202050, 5.915340], [3.176740, -3.092557, 5.357998], [1.609614, 0.623527, 2.190276], [0.155977, 0.082863, 2.849913], [0.972433, -1.098660, 2.048562], [2.914719, -0.976464, 3.800300], [1.774683, 0.167198, 4.678753], [-0.019544, -0.512619, 5.923318], [-0.823290, -1.026526, 4.342362], [-1.021129, -3.239724, 5.226922], [-0.614492, -2.678345, 6.802916], [-2.059688, -2.049732, 6.059343], [1.497585, -2.895540, 6.550219], [2.475660, -1.416741, 6.539340], [3.569610, -2.876245, 4.364540], [2.762829, -4.098755, 5.292073], [4.012049, -2.969180, 6.047315], [2.734070, 4.694194, 3.084392], [2.223417, 5.999192, 2.405285], [1.096142, 5.722782, 1.499943], [0.813314, 6.775132, 0.454848], [-0.065575, 7.906347, 0.998693], [-0.017260, 4.987435, 2.133120], [-0.965099, 4.388966, 1.095870], [3.703915, 4.791327, 3.572319], [2.997036, 3.901865, 2.383571], [2.047633, 4.314994, 3.841440], [1.958675, 6.706888, 3.190897], [2.978712, 6.333267, 1.693926], [1.782357, 7.124070, 0.098061], [0.336869, 6.284016, -0.393623], [0.431371, 8.302038, 1.884445], [-0.192999, 8.696379, 0.258629], [-1.060363, 7.552419, 1.269328], [-0.576558, 5.537799, 2.889685], [0.359164, 4.107243, 2.654338], [-1.911985, 4.057424, 1.521982], [-0.459683, 3.482613, 0.762416], [-1.263419, 4.949934, 0.210198]], "atomic_forces_ev_per_a": [[0.32, -1.40, -0.75], [1.97, 1.62, 0.02], [-3.01, -0.81, 1.28], [0.11, 2.52, 0.97], [0.83, -0.85, -0.38], [0.65, -0.70, 0.62], [0.60, -0.05, -0.39], [-0.60, -1.11, -0.23], [0.17, 0.01, -0.19], [0.11, 0.01, -0.31], [-1.00, 0.93, -0.64], [-1.60, 0.79, -1.97], [2.27, -0.33, 1.49], [0.92, 1.48, -0.08], [-0.21, -0.63, 0.58], [-0.64, 0.48, -1.41], [2.21, -0.50, 0.61], [-1.10, -0.68, 0.23], [-0.61, 0.18, 0.16], [-0.46, -0.17, 0.31], [-0.02, -0.88, 0.65], [-0.81, 0.36, -0.58], [1.45, -2.00, -2.89], [1.84, -1.80, -0.19], [-4.30, -1.69, 1.70], [-0.70, 2.93, 1.49], [1.28, 0.52, -0.47], [0.80, -0.32, -0.38], [0.89, 0.81, 0.31], [-0.03, -0.30, -0.81], [-0.60, 0.37, 0.52], [-0.81, 0.54, 0.47], [-0.23, 0.71, 0.13], [-0.43, -2.13, -3.42], [-0.58, 0.10, 2.49], [0.14, -0.78, 2.75], [0.60, 0.28, -1.24], [-0.55, 0.21, 1.81], [0.82, -0.40, 1.21], [0.15, 2.31, -2.45], [-0.10, -0.11, -1.74], [-0.37, 0.89, 0.25], [-0.01, -0.39, 0.34], [0.25, -0.12, 0.11], [-3.40, -4.05, 2.01], [1.65, 1.58, -0.19], [2.46, -0.38, -2.72], [0.22, 2.80, 0.30], [-0.26, -2.28, 0.49], [-0.59, 0.51, 0.86], [-0.46, 1.06, -0.39], [-0.12, 0.09, 0.02], [0.41, 0.30, 0.01], [0.31, 0.59, -0.03], [-0.21, -0.30, -0.25], [1.31, 1.02, -1.97], [-0.35, 2.03, 2.62], [-3.02, 1.35, -0.05], [1.35, -2.26, 0.26], [-1.85, -0.22, -0.99], [1.92, -0.12, 2.27], [1.37, -1.34, -0.46], [-0.09, -0.39, -0.46], [-0.21, 0.33, -0.32], [-0.94, -0.37, -0.57], [0.49, -0.06, -0.34], [-0.05, -0.73, 1.04], [-0.07, 0.36, 3.93], [1.01, -2.14, -0.56], [-0.43, 0.68, -2.97], [-1.22, 0.47, -0.03], [0.79, -1.87, 1.70], [0.47, 2.92, -3.41], [0.21, -0.18, 0.70], [0.03, 0.21, 0.08], [0.10, -0.51, -0.22], [-0.69, 0.80, -0.27], [1.73, 1.34, 2.42], [-0.52, 0.79, -0.27], [-0.05, 1.78, -3.70], [-0.59, -0.95, 0.92], [-0.18, -0.36, -1.28], [0.83, 1.30, -2.15], [-1.63, -3.08, 3.29], [-0.31, 0.12, 0.27], [0.35, -0.28, 0.04], [0.25, -0.64, -0.69], [0.10, -0.04, 1.06], [1.18, 3.04, 3.41], [-2.25, -1.12, -0.78], [-0.89, -1.08, 0.22], [-0.07, 0.32, -1.27], [-2.28, 0.77, -0.48], [-0.18, -1.58, 1.64], [3.60, -1.48, -0.86], [0.60, 0.50, -0.51], [0.03, 0.62, -0.88], [-0.14, 0.04, -0.54], [0.44, -0.04, 0.15], [-0.45, -0.18, 0.63], [-0.46, 0.59, 2.14], [1.44, 1.64, -0.39], [-0.68, -1.55, -2.85], [2.04, 1.66, 1.26], [-0.84, 0.95, 0.30], [0.16, -2.86, -0.45], [-0.80, -0.77, -0.42], [0.44, 0.03, -0.21], [-0.33, 0.11, 0.80], [-0.42, 0.56, -0.75], [-1.14, -0.55, 0.14], [-0.97, -0.51, 1.26], [-2.17, 0.49, -0.68], [0.66, -1.25, 0.86], [0.92, -1.04, 0.29], [0.27, -0.65, -1.70], [0.01, 0.21, 0.40], [0.62, -0.41, -0.16], [-0.12, 0.19, 0.63], [0.76, 0.00, -0.44], [-0.01, 0.39, 0.03], [0.94, 0.73, -0.04], [-0.26, 0.83, -0.32], [0.95, 0.69, -0.32], [-0.31, -0.12, -0.14], [0.00, 0.11, 0.14], [0.11, 0.27, -0.26], [-0.39, 0.50, 0.05], [-0.20, 0.56, 0.01], [-0.27, 0.44, -0.02], [0.54, -0.19, 0.19], [0.16, -0.76, 0.02], [0.44, 0.27, -0.07], [-0.38, -1.59, -0.76], [-0.15, -0.61, -0.02], [-0.55, -1.02, 1.35], [0.51, -0.17, -0.24], [-0.09, 0.58, -1.10], [-0.03, -0.73, -0.20], [-0.05, 0.74, 0.32], [-0.70, -0.10, -0.41], [0.01, -0.05, -0.12], [0.29, 0.46, 0.02], [0.35, 0.58, 0.63], [-0.05, 0.10, 0.08], [0.02, 0.07, -0.03], [-0.20, 0.26, 0.06], [0.07, 0.06, 0.04], [0.02, -0.10, 0.06], [-0.10, 0.63, 0.18], [0.37, 0.20, 0.05], [0.02, 0.01, 0.28], [-0.21, -0.02, -0.40], [0.39, 0.50, 0.17]], "mulliken_charge": [-0.303, 1.019, -0.632, -0.305, -0.561, -0.236, -0.286, 0.352, 0.325, 0.342, 0.249, -0.684, 0.863, -0.240, 0.067, 0.205, -0.746, -0.419, 0.178, 0.036, 0.343, 0.346, -0.430, 0.211, 0.239, 0.068, 0.450, -0.186, -0.281, -0.352, 0.242, 0.506, -0.007, -0.514, 0.996, -0.541, -0.223, 1.254, 0.118, -0.475, 0.266, -1.183, 0.300, 0.000, -0.667, 0.991, -0.372, -0.355, -0.098, -0.135, -0.392, 0.042, 0.326, 0.373, 0.107, -0.546, 1.009, -0.532, -0.248, 1.409, 0.547, -0.405, -1.039, 0.226, -0.176, -0.468, -0.598, 1.177, -0.504, -0.300, 1.844, 0.108, -0.546, -0.680, -1.022, 0.253, 0.024, -0.544, 1.066, -0.538, -0.195, 0.771, -0.418, -0.470, 0.295, -0.655, 0.324, 0.413, -0.563, 1.036, -0.469, -0.362, -0.258, -0.190, -0.121, 0.241, 0.305, 0.291, 0.130, -0.262, 0.850, -0.553, -0.265, 0.256, -0.195, -0.312, 0.392, -0.335, 0.182, 0.362, 0.000, -1.187, 0.805, 0.390, -1.525, -0.594, -1.025, 0.561, -0.136, -0.350, 0.412, 0.418, 0.146, -0.329, 0.183, 0.411, 0.353, 0.213, 0.463, 0.127, 0.265, 0.385, -1.132, -0.648, 1.115, -0.212, -1.555, -0.775, -0.654, 0.437, 0.050, 0.370, 0.270, 0.431, 0.572, -0.193, 0.331, 0.475, 0.239, 0.150, 0.117, 0.404, -0.009, 0.300]}